Computed, not measured: C82H190Cr2O4 as an isolated structure in a non-equilibrium geometry, with ωB97M-V/def2-TZVPD.

XYZ file:
```
278
Properties=species:S:1:pos:R:3:forces:R:3
Cr 4.125646 2.140929 1.884841 0.0 -1.6 1.5
Cr 1.735182 -0.233991 2.023558 0.6 1.2 -1.8
O 2.283027 1.682177 0.857246 0.2 -1.1 1.0
C 1.748568 1.412899 -0.437357 -0.5 -1.3 -0.1
C 0.465489 0.423001 -0.452736 1.2 0.5 1.0
O 0.528543 -0.751200 0.372192 1.6 1.8 1.2
H 2.526900 0.984587 -1.068900 0.2 -0.3 -0.1
H 1.438389 2.322964 -0.950851 -0.2 0.4 0.1
H 0.267595 0.157060 -1.491107 0.2 -0.2 -0.3
H -0.363955 1.074984 -0.178828 -0.4 0.0 0.4
O 3.580035 0.322915 3.108736 0.1 1.5 -1.8
C 4.235755 0.614695 4.357550 -1.1 0.2 0.0
C 5.548089 1.508908 4.317328 0.4 -0.4 -1.0
O 5.765657 2.377160 3.187840 -2.8 -1.0 -0.7
H 4.366764 -0.356308 4.835128 0.8 -0.1 0.2
H 3.462936 1.067606 4.978617 0.0 0.6 0.3
H 6.387952 0.819143 4.400628 0.3 -0.3 -0.4
H 5.675941 2.094356 5.227815 -0.7 0.2 0.3
C -4.926939 -4.353243 -2.133308 0.1 0.2 0.5
C -4.683960 -3.167236 -1.168914 -0.8 0.4 -0.5
C -3.408844 -2.387646 -1.497060 0.2 0.4 0.6
C -3.166799 -1.033693 -0.689459 -0.3 -1.8 -0.9
C -2.893455 -1.185587 0.768631 -0.7 -0.7 1.9
C -3.340490 0.004508 1.638601 0.7 0.3 -1.2
H -4.143269 -5.104398 -2.034641 0.1 0.0 -0.3
H -4.987687 -3.974067 -3.153426 0.3 0.0 -0.1
H -5.871045 -4.878451 -1.988705 -0.1 0.1 0.4
H -5.541063 -2.507375 -1.303366 -0.1 0.3 -0.1
H -4.760646 -3.414720 -0.110157 0.4 -0.5 0.0
H -3.389399 -2.178415 -2.566616 -0.2 0.3 -0.1
H -2.572331 -3.078619 -1.392658 0.4 0.1 0.4
H -2.263871 -0.602343 -1.121621 -0.4 0.7 -0.3
H -4.087595 -0.453275 -0.747286 0.2 0.4 -0.7
H -3.507008 -1.950958 1.243869 -0.1 -0.8 -0.5
H -1.861470 -1.488594 0.945548 0.2 0.3 0.1
H -4.341986 0.329838 1.357051 -0.3 -0.3 0.1
H -3.325272 -0.253252 2.697572 0.2 0.3 0.0
H -2.737999 0.874432 1.377177 0.3 0.2 0.6
C -4.306535 2.483098 -2.072821 -0.6 -0.6 0.5
C -5.363314 3.299236 -1.309733 1.0 0.6 -1.0
C -5.092125 4.773068 -1.566236 -1.9 0.8 0.1
C -6.264447 5.670307 -1.046608 1.6 -0.4 0.1
C -5.959752 7.138513 -1.284935 0.7 -1.0 0.1
C -7.131072 7.965542 -0.887641 -0.2 0.2 0.6
H -3.292573 2.714239 -1.746382 0.0 -0.2 0.2
H -4.327724 2.640708 -3.151158 -0.2 0.4 0.0
H -4.549331 1.428709 -1.940797 0.5 -0.2 0.1
H -6.346332 3.024202 -1.692000 -0.1 0.1 0.2
H -5.340899 3.169154 -0.227755 0.0 -0.5 0.0
H -4.989703 4.976210 -2.632229 0.1 -0.2 -0.2
H -4.174900 5.118931 -1.089621 0.2 -0.1 0.1
H -7.232466 5.395086 -1.465290 0.0 -0.2 -0.1
H -6.275531 5.535143 0.034914 -0.5 -0.2 0.2
H -5.069868 7.341544 -0.689125 0.2 0.4 -0.1
H -5.702880 7.230463 -2.340232 0.1 0.4 -0.1
H -7.875792 7.765666 -1.658059 -0.4 0.8 0.2
H -7.515991 7.620992 0.072167 -0.2 -0.4 0.0
H -6.886378 9.000453 -0.648538 -0.2 0.3 -0.8
C 5.170986 5.547302 -0.330947 0.7 -0.8 -0.2
C 3.759304 5.289452 0.230465 1.2 1.0 1.3
C 3.699564 5.481553 1.789834 -0.8 -0.3 -0.5
C 2.362207 4.997982 2.384989 0.3 0.3 -0.5
C 2.383226 4.814923 3.877889 0.0 0.5 1.1
C 2.800096 6.086194 4.697016 -0.4 -1.1 -0.7
H 5.585101 6.555262 -0.355938 -0.7 0.3 0.1
H 5.320610 5.116390 -1.320911 -0.4 0.3 -0.3
H 5.947655 5.005957 0.209269 -0.1 -0.2 0.6
H 3.061125 5.990863 -0.226345 -0.3 -0.2 -0.1
H 3.469252 4.265414 -0.004708 -0.2 -0.1 -0.2
H 3.766251 6.525916 2.094751 0.3 0.2 -0.4
H 4.530319 5.003003 2.308426 0.3 -0.4 -0.1
H 1.626507 5.748465 2.095859 -0.3 0.0 0.1
H 2.022631 4.064888 1.935414 0.0 -0.2 -0.3
H 1.406586 4.440397 4.184510 -0.2 0.2 0.2
H 3.050485 3.996128 4.147025 0.4 -0.1 -0.1
H 2.902362 5.850161 5.756223 0.0 0.0 0.0
H 3.758708 6.432162 4.310377 0.0 0.2 0.2
H 2.046764 6.866602 4.589545 0.1 0.1 -0.1
C 3.735482 -2.376255 0.084631 -0.4 -0.1 0.3
C 2.873107 -3.305182 0.939759 1.0 -1.0 0.6
C 3.632906 -4.107598 2.060777 0.7 1.5 -0.9
C 4.420293 -3.198933 3.090929 -0.1 -2.7 0.3
C 5.222002 -4.142123 4.059295 -1.5 0.7 0.4
C 5.867197 -3.341080 5.162968 1.4 0.1 -0.6
H 3.136510 -1.974041 -0.732409 -0.1 0.2 0.0
H 4.551464 -2.930034 -0.379695 0.2 0.0 0.1
H 4.136042 -1.552425 0.675356 0.2 0.1 0.0
H 2.044441 -2.777576 1.412042 -0.4 0.2 -0.1
H 2.459330 -4.053557 0.263867 -0.4 0.1 0.1
H 4.350039 -4.765962 1.570500 0.5 0.2 -0.3
H 2.978066 -4.878323 2.467316 -0.4 0.5 0.8
H 5.121560 -2.502946 2.630584 -0.2 0.0 -0.3
H 3.744766 -2.664946 3.759227 -0.1 0.3 -0.3
H 4.532553 -4.827905 4.551697 -0.3 -0.3 -0.4
H 6.015529 -4.735869 3.605551 -0.2 0.0 -0.4
H 6.252751 -4.024001 5.919975 0.1 0.3 0.2
H 6.711663 -2.926704 4.612273 0.5 0.5 0.7
H 5.344483 -2.496628 5.612168 -0.5 -0.3 -0.1
C -1.511664 -1.572689 -4.831229 -0.4 0.1 -1.3
C -1.660589 -2.819037 -5.724138 0.1 -0.1 0.4
C -2.203578 -4.056246 -5.026409 0.0 -0.3 -0.6
C -2.765073 -5.127331 -6.004200 -0.3 0.7 1.4
C -3.096980 -6.365388 -5.173874 1.1 -1.4 -0.9
C -3.414379 -7.580016 -6.066130 -0.6 0.1 -0.1
H -2.493844 -1.268310 -4.469587 0.0 -0.2 0.5
H -1.239008 -0.756369 -5.500093 0.4 0.2 0.1
H -0.770771 -1.636735 -4.034319 -0.2 -0.2 0.1
H -2.253419 -2.603861 -6.613158 -0.3 0.3 0.1
H -0.695149 -3.130051 -6.123268 0.3 0.2 -0.1
H -2.941958 -3.856050 -4.250005 -0.2 0.3 -0.1
H -1.357981 -4.482592 -4.486683 0.1 -0.3 0.2
H -3.661360 -4.777756 -6.516601 -0.2 0.3 0.1
H -2.061338 -5.311122 -6.816032 0.3 -0.4 0.2
H -2.209659 -6.607893 -4.589115 0.3 0.0 0.1
H -3.869563 -6.255234 -4.412892 -0.3 0.5 -0.3
H -4.349246 -7.369918 -6.585728 -0.2 -0.2 0.0
H -2.708213 -7.799263 -6.866980 0.4 0.4 0.2
H -3.538790 -8.519830 -5.528214 -0.1 0.1 0.3
C 5.276892 1.427259 -2.060247 -0.1 -1.4 0.6
C 5.880142 0.375342 -1.103000 -0.1 0.3 -0.3
C 7.142719 0.900376 -0.448837 -0.1 -1.2 1.2
C 7.506776 0.108766 0.838483 0.9 0.9 0.3
C 7.876259 -1.355338 0.711365 0.0 -1.0 1.1
C 8.285399 -1.995183 2.078293 -0.5 0.1 0.2
H 4.893915 2.264786 -1.477173 0.2 0.3 -0.1
H 4.412456 0.943533 -2.515086 0.0 0.4 -0.5
H 6.030137 1.738824 -2.783879 -0.3 0.2 -0.1
H 5.126570 0.090858 -0.368634 -0.1 0.3 0.4
H 6.068484 -0.583472 -1.586017 0.1 0.1 -0.4
H 6.966550 1.943150 -0.184842 0.3 0.2 0.1
H 7.985604 0.828662 -1.136218 0.0 0.2 -0.2
H 8.337684 0.603805 1.341087 0.4 0.2 -0.2
H 6.763247 0.245311 1.623735 -0.7 -0.2 -0.2
H 6.981658 -1.877937 0.372724 0.1 -0.4 -0.3
H 8.706033 -1.584269 0.042661 -0.1 0.4 -0.5
H 7.459780 -1.958923 2.789028 -0.2 0.3 0.0
H 8.551319 -3.052181 2.066781 -0.1 -0.1 -0.7
H 9.131500 -1.539832 2.592941 0.1 0.5 -0.3
C -2.382429 -10.426213 -3.201689 0.4 0.8 -0.8
C -1.299003 -9.322503 -2.984697 -0.9 0.6 1.6
C -1.757992 -8.110600 -2.033362 0.6 0.2 -0.3
C -0.658178 -7.049386 -1.769256 -0.1 -0.1 0.2
C -1.170126 -5.678817 -1.283929 0.2 0.7 -0.4
C -0.065448 -4.633058 -0.923580 -0.2 0.0 0.2
H -2.138234 -11.029248 -4.076220 0.4 -0.2 0.1
H -3.316458 -9.972667 -3.533310 -0.2 0.2 0.5
H -2.550118 -11.105680 -2.366046 0.0 0.3 0.1
H -0.418202 -9.761954 -2.516539 0.1 -0.1 0.1
H -0.934350 -8.931839 -3.934710 -0.3 0.2 -0.1
H -2.138192 -8.406345 -1.055568 0.0 -0.7 0.0
H -2.567175 -7.505313 -2.441956 -0.3 -0.4 -0.6
H 0.022241 -7.356245 -0.974922 0.3 -0.5 -0.2
H -0.107368 -6.970577 -2.706542 0.4 0.4 0.0
H -1.820863 -5.230530 -2.034712 0.0 0.0 -0.3
H -1.838000 -5.782559 -0.428782 0.1 -0.4 0.3
H -0.351409 -3.943102 -0.129668 -0.4 -0.3 0.4
H 0.866099 -5.084053 -0.581653 0.0 -0.3 -0.1
H 0.179506 -3.887914 -1.680446 0.0 -0.5 -0.7
C 1.805395 -6.966580 -5.555044 -0.3 0.1 -0.1
C 1.875243 -5.466185 -5.484042 0.0 0.7 0.5
C 2.878044 -4.980206 -4.441494 -0.4 -0.4 0.5
C 2.646172 -3.563597 -3.914450 1.4 -0.6 -0.4
C 2.894775 -2.438130 -4.948156 -0.4 -0.7 0.2
C 2.633801 -1.079799 -4.359832 0.1 0.7 0.3
H 0.913204 -7.246095 -6.115385 0.2 -0.3 -0.3
H 1.635629 -7.291982 -4.528700 0.2 -0.4 0.0
H 2.714746 -7.400704 -5.970624 -0.1 -0.2 0.0
H 1.995812 -4.949023 -6.435937 0.3 -0.3 -0.2
H 0.885607 -5.154340 -5.150175 -0.2 0.3 0.2
H 3.915989 -5.238424 -4.651465 0.3 0.6 -0.9
H 2.807174 -5.596676 -3.545364 -0.7 -0.4 0.2
H 1.705215 -3.568627 -3.364285 -0.4 0.5 -0.5
H 3.390789 -3.548874 -3.118575 0.2 0.8 0.2
H 3.928754 -2.499206 -5.287670 0.2 -0.1 0.1
H 2.307449 -2.617680 -5.848659 -0.3 0.0 0.0
H 1.659619 -1.017580 -3.874872 0.0 -0.2 0.3
H 3.429261 -0.879639 -3.642003 -0.2 0.1 0.4
H 2.650163 -0.225117 -5.036107 0.1 -0.2 -0.4
C -1.849079 4.921014 3.021582 0.0 0.0 -1.0
C -2.515831 4.134173 1.888694 -0.6 0.7 -0.1
C -3.728949 3.393919 2.390536 -1.0 -1.0 0.4
C -4.944508 4.230188 2.849165 0.3 -0.8 -0.3
C -6.230033 3.389612 3.064068 0.3 0.4 0.9
C -7.488584 4.272641 3.180143 0.8 -0.2 -1.1
H -1.628297 4.232401 3.837166 0.1 0.4 0.2
H -2.513462 5.737432 3.304698 -0.1 -0.2 0.5
H -0.952355 5.420030 2.654224 0.3 -0.2 0.2
H -2.898459 4.820568 1.133341 0.1 0.4 -0.2
H -1.848009 3.488917 1.317945 0.2 -0.2 0.4
H -3.458185 2.720937 3.204107 0.2 -0.1 0.3
H -4.102630 2.702097 1.635642 0.1 0.1 -0.3
H -4.683090 4.750868 3.770394 -0.2 0.3 -0.1
H -5.133103 4.936212 2.040429 -0.1 0.4 0.1
H -6.308996 2.595710 2.321397 -0.2 0.3 -0.5
H -6.183397 2.817764 3.990850 0.4 0.0 0.3
H -7.564332 4.810534 2.235136 -0.4 0.0 -0.2
H -8.368531 3.646959 3.329532 -0.1 0.3 0.1
H -7.384315 5.067156 3.919051 0.0 -0.3 0.4
C 2.123760 -2.578168 5.812602 -0.6 -0.1 1.2
C 0.723797 -2.348650 6.359087 -1.1 0.5 -0.3
C -0.206088 -1.645348 5.344059 1.2 0.4 0.1
C 0.282314 -0.205810 5.008458 0.0 -0.7 0.7
C -0.493677 0.349009 3.826472 0.2 0.1 0.8
C -0.138704 1.790575 3.436426 -1.0 -0.2 0.4
H 1.999932 -3.176694 4.910088 0.5 0.0 -0.1
H 2.604802 -3.140202 6.613114 0.6 -0.2 -0.4
H 2.686542 -1.655654 5.669942 0.0 -0.1 -0.3
H 0.303797 -3.311634 6.649546 -0.1 -0.2 -0.3
H 0.668940 -1.797967 7.298158 0.5 0.3 0.1
H -1.231827 -1.620831 5.711962 -0.1 0.0 -0.1
H -0.182613 -2.202835 4.407696 -0.2 -0.3 -0.1
H 0.122137 0.412675 5.891587 -0.2 0.3 0.1
H 1.365892 -0.172266 4.895155 0.2 -0.2 -0.4
H -0.496739 -0.388910 3.024255 0.0 -0.1 -0.5
H -1.492303 0.316163 4.262103 -0.5 0.2 -0.8
H 0.921441 2.030945 3.516599 0.1 0.0 -0.1
H -0.548942 2.103482 2.476279 0.3 -0.2 -0.2
H -0.704067 2.383415 4.155459 0.5 0.4 0.2
C 4.221532 6.376222 -3.882799 0.4 -0.2 0.1
C 3.207335 5.398835 -4.465594 -0.3 0.3 -0.4
C 3.214131 3.988617 -3.848544 -0.2 0.0 -0.3
C 2.293676 2.900027 -4.462609 -1.2 0.2 0.9
C 0.760575 3.141597 -4.402340 -0.1 1.9 -0.3
C -0.167121 1.988639 -4.700936 0.6 -0.7 -0.3
H 3.958823 6.601343 -2.849159 0.2 0.0 0.1
H 4.301657 7.320557 -4.421242 -0.5 0.0 -0.1
H 5.243338 6.000098 -3.933208 0.1 -0.3 0.3
H 2.250406 5.910826 -4.364450 -0.4 -0.4 0.2
H 3.337181 5.361944 -5.547201 0.2 -0.3 -0.2
H 3.046191 4.056906 -2.773731 -0.3 0.1 0.2
H 4.224129 3.584741 -3.918527 0.2 0.1 -0.1
H 2.588249 2.700262 -5.492868 0.1 -0.2 0.0
H 2.378688 2.013065 -3.834778 0.7 -0.4 -0.2
H 0.467388 3.601887 -3.458806 0.3 -0.2 0.4
H 0.533312 3.942432 -5.105994 -0.1 0.2 -0.2
H 0.129373 1.144928 -4.077768 0.0 -0.4 -0.2
H -1.238571 2.115227 -4.545787 0.1 0.6 0.2
H -0.061809 1.745167 -5.758166 0.1 -0.5 0.0
C -1.108621 6.206083 -4.055163 -0.5 0.5 1.4
C -1.527398 7.206098 -2.924818 0.4 -0.1 -0.2
C -0.504374 7.263487 -1.787181 -0.8 0.2 1.2
C -0.870314 8.344311 -0.662835 1.6 -1.7 -0.3
C -1.782527 7.824701 0.474286 -0.7 -0.7 -2.2
C -2.125174 8.874696 1.444208 -0.5 0.8 1.1
H -0.919194 5.261358 -3.545565 0.3 -0.1 -0.2
H -0.199355 6.572238 -4.531886 0.0 -0.2 -0.1
H -1.883604 5.998014 -4.792866 0.0 0.3 0.0
H -1.590704 8.232398 -3.286496 -0.2 0.0 -0.4
H -2.503440 6.970774 -2.500482 -0.2 -0.2 -0.1
H 0.489976 7.349742 -2.225281 0.2 0.5 0.2
H -0.473535 6.334930 -1.217158 0.0 -0.5 -0.2
H 0.072048 8.597739 -0.177208 0.2 0.4 -0.1
H -1.251874 9.242449 -1.148486 -0.3 0.0 0.3
H -2.684731 7.478715 -0.030113 -0.6 0.3 -0.2
H -1.565432 6.895068 1.000352 1.2 0.0 -0.2
H -2.359405 9.817791 0.950440 -0.1 0.0 0.0
H -2.994462 8.543055 2.012059 -0.1 0.3 0.2
H -1.336163 9.078241 2.168170 0.2 0.0 0.0
C -5.225612 -3.976090 7.286650 -1.4 0.3 -0.3
C -4.909998 -5.266356 6.578188 0.5 -1.1 1.0
C -3.421694 -5.613526 6.536582 0.3 0.0 -1.5
C -2.637046 -4.757980 5.486530 0.0 -0.5 1.6
C -2.881968 -5.044103 4.040691 -1.3 0.5 -0.6
C -2.046920 -4.157926 3.166888 1.0 0.2 -1.0
H -5.067510 -3.131344 6.616199 0.3 0.3 0.4
H -4.839158 -3.834065 8.295900 0.8 -0.1 -0.3
H -6.293491 -4.002267 7.503552 -0.3 0.3 -0.3
H -5.420070 -6.065248 7.116411 0.1 -0.2 0.3
H -5.363030 -5.368205 5.592044 0.1 0.6 -0.2
H -3.337203 -6.656009 6.229713 0.1 -0.2 -0.1
H -2.932458 -5.567352 7.509525 -0.2 0.3 0.1
H -2.853692 -3.714658 5.715969 0.1 0.3 -0.2
H -1.567139 -4.881628 5.654247 0.2 0.0 0.2
H -2.868257 -6.099543 3.768751 0.5 -0.1 0.2
H -3.888284 -4.728434 3.765412 -0.5 -0.2 0.2
H -0.968739 -4.240681 3.303929 0.2 -0.2 0.4
H -2.164268 -4.362740 2.102759 -0.3 0.0 -0.1
H -2.285308 -3.105243 3.318953 -0.1 0.1 0.1
```
Positions in Å, forces in eV/Å.

Calculated values
⟨S²⟩ = 20.035
E_HOMO (spin up / spin down) = -8.351 / -8.610 eV
multiplicity = 9
E = -153146.67526 eV
Kohn-Sham gap (spin up / spin down) = 7.84 / 8.33 eV